A structure of composition C25H24N5O13S2 in a non-equilibrium geometry. Source: OMol25; level of theory: ωB97M-V with the def2-TZVPD basis set.

Computed properties:
Net charge = -1
HOMO-LUMO gap = 6.95 eV
HOMO = -6.2 eV
Total energy = -3015.00777 a.u.

Geometry (Å):
C -6.470 4.516 2.039
C -3.466 -3.153 0.643
O 4.379 6.584 1.248
H 2.462 2.623 -0.606
C 2.910 4.600 0.107
H 0.332 -3.527 -1.362
O -1.332 -0.789 -1.741
H -8.779 3.839 -0.987
C -7.904 5.329 0.287
H -7.712 1.953 0.182
C 1.146 6.238 -0.156
C 6.916 -4.755 -1.341
O -2.419 -5.450 1.650
O 2.573 0.290 -2.955
C -8.132 4.026 -0.140
C 7.854 -4.407 -2.301
C -4.854 -3.069 2.623
H 3.242 -2.499 -2.297
O -3.685 -5.398 3.378
H 3.318 -2.300 -0.480
C -4.050 -1.983 0.188
O -6.308 0.982 1.905
H -5.482 -0.446 0.583
H 8.943 -6.065 1.017
H -8.378 6.156 -0.226
C -6.711 3.220 1.607
H 0.772 7.245 -0.034
H 4.522 -1.523 -1.487
H 9.938 -4.399 -2.800
O -0.162 -2.849 -0.897
C 2.422 5.892 0.267
N 1.014 -0.349 -0.882
H -3.736 -1.562 -0.759
N 3.262 6.904 0.904
H 6.559 -5.608 0.604
H -6.191 -1.401 2.750
O 0.444 -1.677 -3.118
H -0.654 5.527 -1.075
H -2.703 -3.628 0.043
O 5.201 -4.017 -2.668
C 9.586 -5.263 -0.867
C -7.072 5.573 1.373
H 0.187 3.216 -1.351
H 3.905 4.334 0.433
C 9.196 -4.664 -2.059
H -6.894 6.589 1.701
O 3.315 0.697 -0.693
C 0.344 5.271 -0.743
C 7.293 -5.345 -0.144
C -5.431 -1.894 2.162
H 7.556 -3.943 -3.230
O -5.409 2.356 3.281
S 0.029 -1.411 -1.721
N 5.499 -4.504 -1.601
H -5.169 -3.486 3.569
C 3.465 -1.830 -1.463
C 8.636 -5.600 0.090
N -6.095 2.102 2.319
C 2.100 3.637 -0.478
C 0.818 3.973 -0.899
H -5.826 4.712 2.884
N -3.280 -4.937 2.329
C -3.876 -3.690 1.855
S 2.543 -0.246 -1.571
O 2.796 8.016 1.059
C -5.031 -1.353 0.944
C -7.532 2.964 0.519
O 4.706 -4.800 -0.735
H 10.633 -5.469 -0.684

Atomic partial charges in e from the Mulliken method, atoms 1 to 2:
1. C -0.4059
2. C -0.3486


A structure of composition C25H25BBrN6OS2Y. Source: OMol25; level of theory: ωB97M-V with the def2-TZVPD basis set.

Computed properties:
Net charge = 0
HOMO-LUMO gap = 7.02 eV
HOMO = -7.6 eV
Energy relative to the best compared isomer or geometry (same formula, charge and spin) = 0.0 kcal/mol
Total energy = -4805.24207 a.u.

Geometry (Å):
H -2.649 1.154 3.534
H 3.570 -4.899 3.598
C -0.431 -2.795 -3.101
N 3.091 2.342 -0.746
N 1.301 3.573 -0.697
C 2.904 -3.270 2.393
H -0.842 -3.053 -5.202
C 1.772 2.362 -1.040
C -1.920 1.954 3.644
N 0.028 -2.293 -0.761
C 2.057 -2.810 1.359
H 0.318 -3.577 -3.077
H -0.956 1.524 3.894
H 3.674 0.395 -0.208
H -0.562 -2.277 2.661
O 2.077 -1.556 1.014
C 0.344 -3.474 -0.366
H -2.030 -1.830 1.813
H -2.234 2.631 4.436
Y 0.225 -0.366 0.673
Br 2.132 -7.332 2.719
C 3.454 3.559 -0.199
N -1.786 2.689 2.396
N -1.871 -0.311 -0.848
C -1.955 -1.440 -4.379
C -1.075 -2.479 -4.315
H -1.452 -0.859 3.158
C -2.282 3.958 0.690
H -3.771 3.504 2.265
C 3.954 1.185 -0.904
H 4.460 3.765 0.122
S 0.844 2.040 2.047
C -3.151 0.396 -3.215
S 0.905 1.041 -1.715
H -0.092 -4.339 -0.875
C -0.663 2.782 1.626
H -2.892 1.216 0.042
C -2.730 0.676 -0.887
H -0.198 5.239 -0.732
H -4.089 1.905 -2.025
N -0.970 3.551 0.567
C 1.225 -3.781 0.731
C 1.271 -5.127 1.145
H -2.434 -1.170 -5.313
C -2.797 3.424 1.815
H -0.734 3.546 -1.690
C -2.240 -0.686 -3.217
H 2.190 5.322 0.171
C -0.685 -2.086 -1.956
H 3.543 -2.538 2.871
C -3.404 1.069 -2.058
C -1.120 -1.411 2.269
H 0.638 -5.852 0.647
H 4.979 1.493 -0.714
B -0.172 4.028 -0.740
C 2.340 4.316 -0.175
C 2.919 -4.581 2.794
H -3.633 0.680 -4.143
C -1.621 -1.009 -1.994
H 3.867 0.795 -1.916
H -2.731 4.602 -0.047
C 2.093 -5.518 2.162

Atomic partial charges in e from the Mulliken method, atoms 1 to 2:
1. H 0.3498
2. H 0.4147


A structure of composition C25H25BCl2IrN10. Source: OMol25; level of theory: ωB97M-V with the def2-TZVPD basis set.

Computed properties:
Net charge = +2
HOMO-LUMO gap (alpha / beta) = 6.99 / 4.80 eV
HOMO (alpha / beta) = -14.1 / -14.1 eV
Energy relative to the best compared isomer or geometry (same formula, charge and spin) = 21.3 kcal/mol
2S+1 = 2
Total energy = -2564.36693 a.u.
<S²> = 0.788

Geometry (Å):
H -0.324 -1.834 4.524
C -3.935 1.979 2.424
N 2.042 -0.473 -0.709
C -1.503 -0.575 -3.047
C 3.959 0.341 -0.035
C -0.892 -3.672 -0.596
N 0.236 -0.961 1.437
N 0.305 -2.947 -0.541
H -1.347 -5.858 -0.560
C -0.793 3.259 -0.159
C 1.273 -3.819 -0.405
N 2.648 0.271 0.230
H -1.704 1.801 -1.571
C 0.004 -1.401 3.596
H 1.534 0.158 4.130
N -1.882 -1.590 -0.604
H -1.921 1.188 -5.899
H -4.484 0.924 -2.479
C -0.995 2.048 -0.804
C 0.939 -0.393 3.424
H -0.793 -1.312 -2.637
H -3.882 2.618 3.297
C -3.572 0.637 -2.991
N 0.652 1.754 0.576
H -1.133 -2.463 1.996
H 2.309 -3.528 -0.310
H 2.920 3.631 0.930
N 2.657 1.876 2.130
N -0.126 1.136 -0.356
C -3.301 1.139 -4.255
H -2.902 0.167 -0.254
C -0.623 -5.059 -0.525
H -0.318 -0.354 -4.823
Cl -2.395 1.083 2.316
C -1.224 -0.065 -4.309
C 4.190 3.348 2.727
H 2.712 -1.501 -2.422
H 4.820 4.219 2.777
C 0.726 -5.177 -0.398
N 3.269 1.349 3.228
H -3.050 -3.295 -0.837
C 4.172 2.235 3.593
N 1.075 -0.144 2.115
H 4.618 0.905 0.605
C -2.951 -0.676 -0.948
H -4.733 1.252 2.509
H 0.714 3.678 1.430
H -4.011 1.803 -4.729
C 4.212 -0.391 -1.183
H 1.309 -6.078 -0.303
Ir 0.080 -0.914 -0.525
C -2.127 0.795 -4.913
C 2.975 -0.890 -1.572
Cl -4.216 2.960 0.989
C -0.414 -1.731 2.319
C -2.064 -2.869 -0.676
H 5.159 -0.533 -1.673
B 1.786 0.992 1.307
C 0.245 3.025 0.715
H -1.331 4.178 -0.306
C 3.222 3.076 1.803
H -3.928 -1.157 -0.868
C -2.668 -0.215 -2.368
H 4.781 2.051 4.464

Atomic partial charges in e from the Mulliken method, atoms 1 to 2:
1. H 0.4767
2. C -0.5259


A structure of composition C25H25Br2MnN10O5SSe2 in a non-equilibrium geometry. Source: OMol25; level of theory: ωB97M-V with the def2-TZVPD basis set.

Computed properties:
Net charge = -1
HOMO-LUMO gap (alpha / beta) = 3.39 / 3.49 eV
HOMO (alpha / beta) = -2.1 / -2.2 eV
2S+1 = 6
Total energy = -13391.36322 a.u.
<S²> = 8.822

Geometry (Å):
H -5.727 0.763 1.325
N 0.657 1.925 3.648
C -4.738 1.069 0.851
O 2.974 -9.132 1.877
H -6.100 3.028 -0.285
H 2.160 2.051 5.047
H -1.500 3.202 -0.060
H 4.345 4.293 -1.008
C -0.529 3.692 -0.213
C 4.274 3.233 -0.697
N -0.600 2.235 3.332
C 1.030 -1.962 0.831
C 1.867 4.907 -0.749
H -1.878 1.516 1.810
H 1.466 -3.919 1.505
N 0.894 -1.079 -0.293
C 1.775 -2.795 -1.670
H 3.748 -0.440 0.440
O 3.898 -6.766 1.780
O 1.699 -7.237 2.730
C 1.803 3.554 -0.499
N 2.298 -7.809 -0.824
H -5.755 0.025 -2.328
Br 0.793 7.445 -1.374
H 1.099 -5.325 -2.873
H 2.800 5.292 -1.087
H -1.486 5.569 -0.434
Se -2.156 1.078 -2.057
C -6.222 2.093 -0.846
C 5.197 1.011 -0.261
C 1.508 -3.207 0.695
N 1.096 2.035 4.939
C -5.109 -0.120 -1.435
C -3.746 2.051 -1.303
H 1.957 -7.822 -2.802
C 3.017 2.704 -0.508
N 2.835 1.398 -0.204
N 1.233 1.155 2.699
C 3.916 0.557 -0.015
H 6.047 0.343 -0.280
C 1.724 -3.689 -0.614
C 1.691 -5.155 -0.765
C -0.495 5.030 -0.410
Se -3.444 -0.892 -2.258
O -6.524 2.265 -2.250
H -4.520 2.069 1.281
O -3.650 0.203 1.235
S 2.744 -7.719 1.852
H -5.464 -0.969 -0.860
H -6.833 3.158 -2.455
H -3.280 2.721 -0.589
C -0.873 1.534 2.264
C 2.238 -7.041 0.250
H 1.167 -0.877 -2.344
Mn 0.691 1.002 -0.127
C -4.904 1.210 -0.697
C 1.257 -1.525 -1.494
N 0.208 0.853 1.845
C 1.928 -7.169 -1.934
H 2.260 -3.005 -2.602
C 1.431 -5.862 -1.935
C 5.399 2.380 -0.650
C 0.697 5.698 -0.790
H 0.657 2.870 5.411
N 0.574 2.930 -0.269
H -4.068 2.650 -2.139
H -7.053 1.549 -0.357
H 0.670 -1.444 1.756
H -3.969 -0.692 1.195
Br 6.980 3.092 -1.353
N 1.919 -5.785 0.402

Atomic partial charges in e from the Mulliken method, atoms 1 to 2:
1. H 0.4773
2. N 1.1562